w | Here is C22H27N5O2S in the gas phase from the Open Molecules 2025 dataset. Energies are from ωB97M-V/def2-TZVPD.

## Properties
- SMILES = CC(C)CNC(=O)CSc1nc2nn(-c3ccccc3)c(=O)c-2c2n1CCCCC2
- orbital gap (eV) = 7.7

Last column: Löwdin charge in e.
Cartesian coordinates (Å):
C (3.672, 3.401, 2.962)  -0.083
H (4.043, 2.533, 3.503)  0.080
H (3.406, 4.169, 3.684)  0.075
H (4.473, 3.782, 2.334)  0.075
C (2.465, 3.018, 2.109)  -0.416
C (2.861, 1.980, 1.061)  -0.078
H (3.648, 2.374, 0.423)  0.077
H (2.022, 1.700, 0.429)  0.037
H (3.239, 1.081, 1.546)  0.086
C (1.344, 2.490, 3.013)  -0.156
N (0.091, 2.379, 2.306)  0.067
C (-1.030, 2.994, 2.699)  -0.569
O (-1.146, 3.666, 3.702)  0.052
C (-2.204, 2.785, 1.737)  -0.339
H (-1.891, 2.856, 0.697)  0.083
H (-2.981, 3.514, 1.967)  0.084
S (-3.017, 1.174, 1.943)  1.046
C (-2.057, 0.141, 0.900)  -0.527
N (-1.003, 0.654, 0.362)  0.111
C (-0.281, -0.137, -0.471)  -0.283
N (0.815, 0.165, -1.092)  0.153
N (1.167, -0.950, -1.822)  0.003
C (0.283, -2.006, -1.681)  -0.353
O (0.345, -3.106, -2.206)  0.052
C (-0.719, -1.487, -0.754)  0.011
C (-1.833, -1.977, -0.159)  -0.121
N (-2.499, -1.149, 0.717)  -0.014
C (-3.719, -1.632, 1.330)  -0.166
H (-3.550, -2.657, 1.666)  0.128
C (-4.886, -1.584, 0.340)  -0.158
C (-4.483, -2.081, -1.049)  -0.194
C (-3.747, -3.422, -1.024)  -0.159
H (-3.655, -3.769, -2.053)  0.115
H (-4.354, -4.152, -0.486)  0.115
C (-2.332, -3.362, -0.405)  -0.089
H (-2.306, -3.915, 0.538)  0.127
H (-1.613, -3.834, -1.076)  0.113
H (-5.386, -2.188, -1.653)  0.115
H (-3.855, -1.336, -1.543)  0.118
H (-5.252, -0.559, 0.260)  0.109
H (-5.694, -2.199, 0.737)  0.119
H (-3.939, -1.022, 2.208)  0.076
C (2.336, -0.896, -2.588)  -0.173
C (2.766, -1.988, -3.336)  -0.011
C (3.930, -1.892, -4.077)  -0.085
C (4.671, -0.723, -4.082)  -0.103
C (4.240, 0.363, -3.337)  -0.088
C (3.080, 0.283, -2.593)  -0.026
H (2.733, 1.121, -2.011)  0.087
H (4.811, 1.279, -3.335)  0.101
H (5.579, -0.658, -4.663)  0.097
H (4.258, -2.743, -4.655)  0.102
H (2.193, -2.900, -3.336)  0.095
H (0.068, 1.826, 1.454)  0.088
H (1.173, 3.174, 3.848)  0.122
H (1.628, 1.510, 3.414)  0.132
H (2.094, 3.914, 1.600)  0.139



x | Here is C22H27N5O2S in the gas phase from the Open Molecules 2025 dataset. Energies are from ωB97M-V/def2-TZVPD.

## Properties
- SMILES = CCn1c(SCC(=O)N/N=C/c2ccc(C)o2)nnc1-c1ccc(C(C)(C)C)cc1
- orbital gap (eV) = 8.4

Last column: Löwdin charge in e.
Cartesian coordinates (Å):
C (0.688, 2.043, 1.774)  -0.071
H (0.758, 3.127, 1.794)  0.079
C (0.871, 1.543, 0.344)  -0.206
N (0.838, 0.105, 0.270)  -0.012
C (-0.286, -0.669, 0.291)  -0.624
N (0.006, -1.931, 0.127)  0.021
N (1.333, -2.013, -0.009)  0.073
C (1.847, -0.812, 0.080)  -0.254
C (3.270, -0.544, -0.027)  -0.155
C (4.032, -1.355, -0.865)  -0.008
C (5.395, -1.165, -0.984)  -0.011
C (6.051, -0.167, -0.272)  -0.175
C (5.282, 0.627, 0.575)  -0.026
C (3.919, 0.447, 0.704)  -0.021
H (3.376, 1.061, 1.406)  0.097
H (5.750, 1.403, 1.162)  0.109
C (7.549, 0.074, -0.368)  -0.561
C (8.240, -0.886, -1.339)  -0.067
H (8.121, -1.919, -1.019)  0.086
H (7.845, -0.776, -2.347)  0.086
H (9.305, -0.666, -1.370)  0.084
C (7.795, 1.509, -0.855)  -0.044
H (7.339, 1.658, -1.832)  0.090
H (8.863, 1.696, -0.942)  0.084
H (7.377, 2.240, -0.169)  0.075
C (8.174, -0.119, 1.021)  -0.044
H (7.774, 0.591, 1.740)  0.075
H (7.974, -1.123, 1.387)  0.092
H (9.251, 0.022, 0.969)  0.084
H (5.941, -1.817, -1.646)  0.103
H (3.536, -2.138, -1.416)  0.113
S (-1.885, -0.018, 0.504)  0.989
C (-2.781, -1.605, 0.572)  -0.354
C (-4.287, -1.386, 0.601)  -0.534
O (-4.988, -1.882, 1.453)  0.076
N (-4.723, -0.610, -0.429)  0.015
N (-5.967, -0.169, -0.742)  0.076
C (-7.000, -0.487, -0.058)  -0.062
C (-8.281, 0.020, -0.442)  -0.253
C (-8.683, 0.843, -1.471)  -0.004
C (-10.075, 0.996, -1.332)  -0.024
C (-10.439, 0.262, -0.234)  -0.325
O (-9.359, -0.329, 0.305)  0.087
C (-11.762, 0.038, 0.403)  -0.008
H (-12.524, 0.610, -0.118)  0.083
H (-11.735, 0.343, 1.448)  0.085
H (-12.024, -1.019, 0.372)  0.085
H (-10.727, 1.571, -1.957)  0.107
H (-8.045, 1.270, -2.215)  0.108
H (-6.989, -1.127, 0.820)  0.122
H (-4.032, -0.235, -1.069)  0.118
H (-2.478, -2.184, -0.302)  0.087
H (-2.473, -2.132, 1.474)  0.093
H (1.824, 1.879, -0.071)  0.119
H (0.058, 1.929, -0.281)  0.114
H (-0.288, 1.750, 2.152)  0.052
H (1.450, 1.629, 2.432)  0.071



The data favor w; the next most stable structure lies 187.9 kJ/mol above it.



w | Here is 6 unconnected molecules or ions with the total composition C2H17NO5 from the Open Molecules 2025 dataset. Energies are from ωB97M-V/def2-TZVPD.

## Properties
- SMILES = CNC.O.O.O.O.O
- orbital gap (eV) = 10.0

Last column: Löwdin charge in e.
Cartesian coordinates (Å):
C (-1.347, -0.101, 2.387)  -0.123
N (-0.916, 0.425, 1.083)  -0.182
C (-1.479, -0.428, -0.045)  -0.103
H (-2.492, -0.081, 2.344)  0.094
H (-1.164, -1.160, 2.516)  0.066
H (-1.113, 0.550, 3.219)  0.072
H (0.076, 0.418, 0.991)  0.037
H (-1.126, -1.505, -0.018)  0.082
H (-1.045, -0.085, -0.951)  0.031
H (-2.597, -0.305, -0.153)  0.096
H (0.604, 2.174, -1.209)  0.037
H (1.531, 1.181, -0.432)  0.020
O (1.304, 1.491, -1.335)  -0.085
H (1.847, -1.104, 0.459)  -0.025
H (2.911, -0.235, 1.171)  0.092
O (2.017, -0.238, 0.763)  -0.047
H (1.466, -3.295, -0.892)  0.051
H (1.022, -1.861, -1.323)  -0.010
O (1.204, -2.442, -0.558)  -0.072
H (-1.537, 3.444, -0.289)  0.038
H (-0.986, 2.124, 0.383)  0.013
O (-0.732, 3.035, 0.045)  -0.100
H (0.272, -1.121, -3.013)  0.020
H (1.149, 0.041, -2.417)  0.052
O (1.131, -0.921, -2.728)  -0.054



x | Here is 6 unconnected molecules or ions with the total composition C2H17NO5 from the Open Molecules 2025 dataset. Energies are from ωB97M-V/def2-TZVPD.

## Properties
- SMILES = CNC.O.O.O.O.O
- orbital gap (eV) = 9.9

Last column: Löwdin charge in e.
Cartesian coordinates (Å):
C (2.598, 0.974, 1.022)  -0.116
N (1.218, 0.539, 0.816)  -0.210
C (0.251, 1.555, 1.231)  -0.115
H (2.816, 1.872, 0.442)  0.077
H (2.815, 1.201, 2.073)  0.079
H (3.279, 0.180, 0.714)  0.081
H (1.051, -0.328, 1.316)  0.052
H (0.435, 1.919, 2.248)  0.086
H (-0.743, 1.113, 1.228)  0.065
H (0.258, 2.385, 0.525)  0.081
H (-0.615, 0.873, -1.619)  -0.007
H (-2.164, 1.436, -2.049)  0.049
O (-1.595, 1.198, -1.311)  -0.136
H (-1.039, -1.972, -1.257)  -0.012
H (0.206, -1.459, -1.936)  -0.008
O (-0.295, -2.275, -1.800)  -0.078
H (0.027, -2.141, 2.273)  0.070
H (-0.831, -1.244, 1.395)  0.023
O (-0.117, -1.211, 2.062)  -0.059
H (0.847, 1.314, -2.119)  0.094
H (1.028, 0.415, -0.819)  0.048
O (0.663, 0.426, -1.775)  -0.055
H (-2.105, -0.104, -0.445)  0.015
H (-2.923, -1.399, -0.076)  0.063
O (-2.078, -0.968, 0.052)  -0.087



The data favor w; the next most stable structure lies 13.0 kJ/mol above it.



w | Here is C4H6O4 in the gas phase from the Open Molecules 2025 dataset. Energies are from ωB97M-V/def2-TZVPD.

## Properties
- SMILES = O=C[C@@H](O)CC(=O)O
- orbital gap (eV) = 10.2

Last column: Löwdin charge in e.
Cartesian coordinates (Å):
C (-1.109, 0.396, -0.449)  -0.358
C (0.288, 0.151, -0.964)  -0.021
C (1.242, -0.115, 0.326)  -0.489
C (-1.291, -0.813, 0.536)  -0.212
O (2.304, -0.853, 0.006)  0.126
O (-1.292, 1.630, 0.176)  -0.011
O (1.156, 0.511, 1.353)  0.103
O (-1.189, -1.968, 0.230)  0.087
H (2.981, -0.794, 0.701)  0.138
H (-0.611, 1.732, 0.859)  0.088
H (-1.871, 0.295, -1.228)  0.160
H (0.335, -0.740, -1.586)  0.123
H (0.730, 1.013, -1.462)  0.131
H (-1.675, -0.444, 1.502)  0.135



x | Here is C4H6O4 in the gas phase from the Open Molecules 2025 dataset. Energies are from ωB97M-V/def2-TZVPD.

## Properties
- SMILES = O=C1[C@@H](O)[C@H](O)[C@H]1O
- orbital gap (eV) = 10.7

Last column: Löwdin charge in e.
Cartesian coordinates (Å):
C (-0.033, 0.823, -0.293)  -0.254
C (-1.149, -0.048, 0.354)  -0.244
C (-0.067, -1.103, 0.415)  -0.295
C (1.058, -0.090, 0.363)  -0.236
H (0.673, 2.613, -0.281)  0.107
H (-0.025, 0.692, -1.383)  0.175
H (-1.380, 0.399, 1.332)  0.177
H (-2.174, -1.277, -0.695)  0.102
H (1.319, 0.338, 1.342)  0.173
H (2.044, -1.388, -0.629)  0.099
O (-0.082, 2.159, 0.109)  0.012
O (-2.297, -0.385, -0.343)  0.031
O (-0.086, -2.255, 0.049)  0.134
O (2.199, -0.478, -0.340)  0.019



The data favor w; the next most stable structure lies 103.3 kJ/mol above it.



w | Here is 2 unconnected molecules or ions with the total composition C7H13O from the Open Molecules 2025 dataset. Energies are from ωB97M-V/def2-TZVPD.

## Properties
- charge = -2
- 2S+1 = 2
- expectation value of S² = 0.756
- orbital gap (spin up / spin down) (eV) = 5.2 / 5.2

Last column: Löwdin charge in e.
Cartesian coordinates (Å):
C (-2.938, -0.127, -0.335)  -0.566
O (-3.092, -0.880, 0.763)  -0.391
C (-1.621, 0.729, -0.275)  -0.288
C (-0.357, -0.117, -0.314)  -0.317
C (0.855, 0.628, 0.272)  -0.221
C (2.485, -0.301, -1.338)  -0.141
C (2.262, 0.051, -0.011)  -0.549
C (3.158, 0.038, 1.053)  -0.144
H (-2.973, -0.642, -1.328)  0.069
H (-3.711, 0.713, -0.421)  0.062
H (-1.646, 1.496, -1.061)  0.085
H (-1.720, 1.226, 0.696)  0.071
H (-0.463, -1.124, 0.093)  0.077
H (-0.171, -0.425, -1.350)  0.080
H (0.706, 0.533, 1.354)  0.067
H (0.766, 1.662, -0.075)  0.096
H (3.512, -0.573, -1.594)  -0.021
H (1.802, -0.076, -2.144)  -0.029
H (-1.382, -0.562, 1.664)  0.120
H (2.804, 0.286, 2.048)  -0.034
H (4.122, -0.463, 1.004)  -0.030



x | Here is a gas-phase ion, C7H13O (charge -2) from the Open Molecules 2025 dataset. Energies are from ωB97M-V/def2-TZVPD.

## Properties
- charge = -2
- 2S+1 = 2
- expectation value of S² = 0.750
- orbital gap (spin up / spin down) (eV) = 2.8 / 6.6

Last column: Löwdin charge in e.
Cartesian coordinates (Å):
C (-1.920, 2.585, 0.228)  -0.594
O (-1.789, 3.893, -0.071)  -0.410
C (-0.806, 1.650, -0.310)  -0.216
C (-0.944, 0.222, 0.297)  -0.217
C (0.274, -0.663, 0.200)  -0.324
C (0.850, -0.961, -0.967)  -0.194
C (2.052, -1.809, -1.227)  -0.484
C (0.673, -1.470, 1.422)  -0.199
H (-1.943, 2.397, 1.342)  0.068
H (-2.891, 2.126, -0.126)  0.073
H (-0.877, 1.585, -1.399)  0.090
H (0.174, 2.012, -0.011)  0.097
H (-1.793, -0.299, -0.170)  0.105
H (-1.253, 0.380, 1.328)  0.081
H (0.441, -0.489, -1.852)  0.082
H (2.980, -1.247, -0.997)  0.003
H (2.224, -2.700, -0.628)  -0.030
H (2.179, -2.109, -2.270)  -0.028
H (0.076, -2.388, 1.513)  0.035
H (0.578, -0.935, 2.372)  0.047
H (1.715, -1.782, 1.327)  0.014



The data favor x; the next most stable structure lies 250.1 kJ/mol above it.



w | Here is C2H3NS3 in the gas phase from the Open Molecules 2025 dataset. Energies are from ωB97M-V/def2-TZVPD.

## Properties
- SMILES = S=CC(=S)NS
- orbital gap (eV) = 7.6

Last column: Löwdin charge in e.
Cartesian coordinates (Å):
C (-0.786, -0.255, -0.417)  -1.117
C (0.548, -0.905, -0.609)  -0.668
H (1.332, 1.447, 1.425)  -0.190
H (-1.655, 1.243, 0.799)  0.069
H (0.950, -1.939, -0.373)  0.067
N (-0.809, 0.960, 0.311)  -0.163
S (0.549, 0.476, 1.701)  0.756
S (-1.946, -0.968, -1.264)  0.757
S (1.816, -0.059, -1.573)  0.489



x | Here is a molecular structure, C2H3NS3 from the Open Molecules 2025 dataset. Energies are from ωB97M-V/def2-TZVPD.

## Properties
- orbital gap (eV) = 8.4

Last column: Löwdin charge in e.
Cartesian coordinates (Å):
C (1.319, 0.151, -0.082)  -0.611
C (-0.882, -1.458, 0.240)  -1.082
H (-0.605, 3.010, -0.029)  -0.134
H (2.378, -0.010, 0.106)  0.058
H (-1.176, -0.610, 0.780)  -0.036
N (0.838, 1.324, 0.089)  -0.406
S (-0.728, 1.745, -0.477)  0.729
S (0.641, -1.405, -0.598)  0.852
S (-1.785, -2.747, -0.030)  0.630



y | Here is C2H3NS3 in the gas phase from the Open Molecules 2025 dataset. Energies are from ωB97M-V/def2-TZVPD.

## Properties
- SMILES = S=CNSC=S
- orbital gap (eV) = 8.1

Last column: Löwdin charge in e.
Cartesian coordinates (Å):
C (1.583, -0.231, -0.298)  -0.815
C (-1.802, 0.592, 0.246)  -1.069
H (2.464, -0.890, 0.043)  0.094
H (0.489, -1.593, 0.562)  0.130
H (-2.775, 0.904, -0.178)  0.016
N (0.409, -0.804, -0.133)  -0.432
S (1.911, 1.268, -0.970)  0.550
S (-1.133, -0.504, -0.855)  0.906
S (-1.146, 1.258, 1.582)  0.621



The data favor y; the next most stable structure lies 29.4 kJ/mol above it.



w | Here is C2H3NS3 in the gas phase from the Open Molecules 2025 dataset. Energies are from ωB97M-V/def2-TZVPD.

## Properties
- SMILES = S=CC(=S)NS
- orbital gap (eV) = 8.0

Last column: Löwdin charge in e.
Cartesian coordinates (Å):
C (0.834, -0.074, -0.076)  -1.004
C (0.373, 1.187, 0.573)  -0.754
H (-2.171, -0.567, -1.151)  -0.142
H (0.195, -1.975, -0.443)  0.093
H (0.563, 1.307, 1.576)  0.026
N (-0.106, -1.022, -0.221)  -0.399
S (-1.799, -0.843, 0.085)  0.776
S (2.460, -0.342, -0.094)  0.670
S (-0.350, 2.331, -0.249)  0.732



x | Here is C2H3NS3 in the gas phase from the Open Molecules 2025 dataset. Energies are from ωB97M-V/def2-TZVPD.

## Properties
- SMILES = S=CNSC=S
- orbital gap (eV) = 8.0

Last column: Löwdin charge in e.
Cartesian coordinates (Å):
C (-0.397, 1.494, 1.148)  -0.695
C (0.254, -1.540, -0.873)  -0.971
H (-1.181, 1.737, 1.950)  0.081
H (-0.788, -0.717, 1.703)  0.134
H (1.123, -2.079, -1.489)  0.042
N (-0.213, 0.022, 1.154)  -0.460
S (0.359, 2.523, 0.026)  0.535
S (1.156, -0.340, 0.193)  0.786
S (-1.315, -2.109, -0.963)  0.548



The data favor w; the next most stable structure lies 91.2 kJ/mol above it.